Record 1
17
Properties=species:S:1:pos:R:3:forces:R:3 method="wB97M-V/def2-TZVPD" multiplicity=1 lumo_ev=0.8 smiles=O[C@]12CN[C@H]1COC2 homo_ev=-9.579 charge=0
O -1.67584 -1.16017 -0.84023 2.4 -0.2 1.9
C -0.64958 -0.47710 -0.05569 0.8 2.5 -1.2
C -1.36245 0.66376 0.81611 0.9 0.0 1.2
N -0.20741 1.61414 0.32602 -6.3 3.2 -0.1
C 0.07995 0.81237 -0.81035 3.0 -5.0 3.4
C 1.57617 0.55486 -0.41442 3.1 -0.4 -1.7
O 1.82446 -0.79223 0.09977 -2.4 1.2 0.7
C 0.60773 -1.13904 0.70196 -1.5 -2.5 2.2
H -1.79295 -1.74469 -0.08202 -1.4 -1.2 -0.7
H -2.40633 0.64343 0.41754 0.9 1.1 -0.1
H -1.48006 0.73712 1.98747 0.6 -0.7 -2.2
H -0.67155 2.42751 -0.16713 0.5 -0.1 1.7
H -0.24363 1.00891 -1.80361 0.0 0.4 -0.7
H 2.00520 1.36662 0.30762 -1.2 -1.5 -1.2
H 2.27180 0.42302 -1.22385 0.3 1.1 -1.0
H 0.36289 -0.76491 1.74036 1.3 0.6 -0.7
H 0.70669 -2.26591 1.03949 -0.8 1.6 -1.7

Record 2
30
Properties=species:S:1:pos:R:3:forces:R:3 method="wB97M-V/def2-TZVPD" multiplicity=1 lumo_ev=-0.4 homo_ev=-9.672 charge=0
O -7.09035 2.19688 18.19292 2.8 1.5 1.2
H -6.60858 2.74772 18.80995 0.1 0.4 0.1
H -6.96319 1.30533 18.51726 0.4 -0.4 1.0
O -10.28740 0.47566 16.11925 -1.6 -5.9 -2.1
H -10.09510 1.39561 16.30072 -0.1 -0.9 -1.8
H -10.78054 0.17821 16.88382 -0.1 -0.4 -0.4
O -8.90327 -0.47202 19.32248 -6.2 -4.7 15.6
H -8.62756 -0.49650 20.23878 -0.1 -0.3 1.2
H -9.80229 -0.14464 19.35104 -3.3 0.7 1.3
O -9.24271 1.04200 18.25244 -4.8 5.9 -1.6
H -8.69622 1.13552 17.47216 -2.5 -0.5 1.5
H -8.77542 0.40965 18.79833 1.8 3.3 -1.4
O -7.56099 -1.28809 18.24640 7.6 -3.9 -6.0
H -8.15436 -0.95851 18.92131 3.9 -3.9 -2.7
H -8.13335 -1.72727 17.61730 0.2 -0.2 -0.3
O -8.09888 1.09887 16.67489 9.4 -5.9 -7.9
H -7.88414 0.43144 16.02324 -0.6 -0.7 -0.2
H -7.26485 1.29441 17.10198 0.8 0.6 -1.3
O -8.43586 2.68757 15.38835 1.0 4.1 -4.5
H -7.73509 3.04002 15.93692 0.2 0.0 -0.2
H -8.72636 1.89932 15.84716 0.3 1.7 -1.5
O -10.20706 2.49604 16.65151 -3.3 6.3 2.8
H -9.75570 3.31051 16.87323 0.2 0.4 -0.4
H -10.28857 2.03231 17.48490 -0.3 1.0 0.7
O -10.88772 0.62623 19.42234 -4.7 -1.5 3.2
H -10.61189 1.16667 18.68202 0.2 0.2 0.0
H -11.23699 -0.16972 19.02145 -1.6 -0.1 -0.2
O -8.85855 2.60385 19.77068 0.2 3.4 4.2
H -9.08983 2.07036 19.01033 0.0 -0.3 -0.7
H -8.21359 2.07903 20.24484 -0.1 0.2 0.3

Record 3
89
Properties=species:S:1:pos:R:3:forces:R:3 method="wB97M-V/def2-TZVPD" multiplicity=1 lumo_ev="-9.2 / -9.4" homo_ev="-12.899 / -12.909" charge=+2
C 2.24816 4.43008 -1.29126 0.1 -0.4 0.0
C 1.17884 4.05210 -2.13089 0.4 0.4 -0.2
C 1.50953 3.69696 -3.46097 0.3 -0.2 0.4
C 2.85928 3.46342 -3.75655 -0.3 0.2 0.2
N 3.84659 3.61189 -2.87074 0.2 0.0 -0.1
C 3.55716 4.14377 -1.68318 -0.5 0.1 -0.2
C -0.14280 4.00194 -1.55076 -2.0 -0.4 1.2
C -1.16762 3.80261 -0.89012 2.0 0.9 -1.2
C -2.26269 3.44451 -0.02519 -0.3 -0.5 0.4
C -2.20910 3.65167 1.38323 0.2 -0.2 0.0
C -2.93193 2.81414 2.25397 0.2 0.7 -1.0
C -3.70244 1.81491 1.66043 -0.6 -0.6 0.8
C -4.02637 1.79934 0.30539 0.7 0.6 -0.4
C -3.29823 2.63847 -0.55012 0.2 -0.2 0.4
Hg -3.83778 0.01946 2.64802 -0.3 -0.6 0.3
P 1.74199 -0.73257 -0.63682 3.9 0.2 -0.4
H 0.77309 3.58899 -4.25489 0.0 -0.1 0.4
H 2.06808 4.90256 -0.32790 -0.1 -0.3 -0.1
H 3.16663 3.11228 -4.74913 -0.2 0.2 0.3
H 4.39148 4.32883 -1.00081 -0.2 0.0 -0.3
H -3.44004 2.59158 -1.62645 0.0 0.0 0.1
H -1.52131 4.39729 1.79828 -0.2 -0.3 -0.3
H -4.77519 1.10566 -0.09470 0.4 0.3 0.2
H -2.89554 2.93209 3.35463 0.2 -0.1 -0.9
C 2.58632 -2.36230 -0.32439 -1.4 -0.4 0.6
C 3.74799 -2.80154 -1.20789 0.4 0.1 -0.4
H 1.77364 -3.10314 -0.41059 0.3 0.0 0.2
H 2.89022 -2.34714 0.73400 -0.3 0.0 -0.3
H 4.02998 -3.82763 -0.93677 -0.2 0.2 0.0
H 3.49224 -2.81529 -2.27427 0.1 0.0 0.2
H 4.64213 -2.18153 -1.06868 -0.3 -0.1 0.0
C 2.11708 -0.31846 -2.40640 -1.7 -0.2 -0.3
C 3.51043 0.15338 -2.79401 0.8 0.2 0.3
H 1.38711 0.47142 -2.65606 0.2 -0.2 -0.1
H 1.83648 -1.20565 -2.99380 0.0 0.2 0.1
H 3.54918 0.27824 -3.88527 -0.2 0.0 0.3
H 3.74887 1.12946 -2.35630 0.0 -0.2 -0.1
H 4.30745 -0.55360 -2.53494 -0.3 0.2 0.0
C 2.77173 0.46934 0.33100 -1.4 0.6 0.5
C 4.25725 0.18550 0.52071 0.5 -0.5 -0.3
H 2.26488 0.51125 1.31098 0.1 0.1 -0.2
H 2.62358 1.45047 -0.14534 -0.1 -0.2 0.1
H 4.68707 0.95554 1.17514 -0.3 -0.2 -0.1
H 4.43648 -0.78684 0.99425 0.0 0.3 -0.1
H 4.81944 0.22229 -0.42127 -0.2 0.0 0.3
Br -3.74653 -2.30285 3.45012 0.0 0.4 -0.2
P -1.97424 -2.02111 -1.51989 -2.0 -1.2 -2.8
C -0.78558 -2.75634 -2.73635 1.2 0.5 0.8
C -1.27911 -3.93273 -3.56408 -0.5 -0.3 -0.2
H 0.07764 -3.06972 -2.12144 -0.2 0.0 -0.3
H -0.40894 -1.94655 -3.37779 -0.2 0.0 0.2
H -0.45069 -4.31944 -4.17068 -0.1 0.1 0.2
H -1.63094 -4.75034 -2.92609 0.1 0.1 -0.2
H -2.08013 -3.65029 -4.25873 0.2 -0.1 0.3
C -3.26539 -3.31974 -1.19436 0.7 -0.1 1.6
C -4.51295 -3.40743 -2.06515 -0.3 0.3 -0.6
H -3.56584 -3.10215 -0.15204 0.0 -0.3 -0.2
H -2.75151 -4.28788 -1.15922 0.0 0.2 0.1
H -5.14494 -4.21924 -1.68340 0.2 0.2 0.1
H -5.10099 -2.48347 -2.02365 0.1 -0.2 -0.1
H -4.30848 -3.65216 -3.11454 0.1 0.1 0.3
C -2.91016 -0.72428 -2.43674 0.5 1.1 1.2
C -3.15371 -0.92836 -3.92177 0.0 -0.4 -0.6
H -2.33269 0.19855 -2.28226 -0.2 0.0 -0.1
H -3.85124 -0.57472 -1.88882 0.3 -0.1 -0.1
H -3.61295 -0.02441 -4.33873 0.1 -0.1 0.2
H -2.22657 -1.09608 -4.47916 -0.2 0.0 0.1
H -3.84073 -1.75675 -4.12106 0.2 0.2 0.0
C 0.34229 2.50775 4.03267 -0.1 0.0 -0.2
N 0.18846 1.20038 4.64876 -0.2 -0.1 -0.6
C 0.54882 1.08960 6.04923 0.2 0.1 0.4
C 0.11767 0.11218 3.81930 -0.1 0.0 0.0
N 0.10422 0.17339 2.50899 -0.5 0.2 -0.3
N 0.12138 -1.13897 4.40986 0.5 0.3 -0.6
C -0.65809 -1.43537 5.59606 -0.2 -0.2 0.5
C 0.23067 -2.23345 3.47060 0.1 -0.4 -0.1
H 0.74731 3.18909 4.78171 -0.1 0.0 -0.2
H -0.61059 2.91109 3.65618 0.3 -0.1 0.1
H 1.05189 2.44204 3.19562 -0.1 0.2 0.1
H -0.34333 0.95711 6.67646 0.4 0.0 0.0
H 1.26271 0.26384 6.19305 -0.3 0.4 0.1
H 1.03466 2.02889 6.33759 -0.1 -0.4 0.1
H -0.11168 1.10159 2.14990 0.4 0.0 0.3
H -1.63154 -0.91871 5.58011 0.3 -0.2 0.1
H -0.83389 -2.51798 5.61197 -0.1 0.4 0.0
H -0.11316 -1.18268 6.50979 -0.3 -0.2 -0.1
H -0.72821 -2.44974 2.97820 0.2 0.0 0.0
H 0.97668 -1.98494 2.71318 -0.1 -0.1 0.1
H 0.55113 -3.12337 4.01302 0.0 0.0 0.0

Record 4
19
Properties=species:S:1:pos:R:3:forces:R:3 method="wB97M-V/def2-TZVPD" multiplicity=1 lumo_ev=0.7 smiles=CN(C)C.O.O homo_ev=-9.150 charge=0
C 0.27122 0.29511 -0.52696 0.2 0.6 0.0
N 0.11402 -1.02522 0.02957 -0.2 -0.3 0.0
C 0.69748 -1.11858 1.35423 -0.2 0.1 0.3
C 0.65572 -2.04818 -0.84908 0.3 0.5 -0.1
H -0.19800 1.04034 0.11540 -0.2 -0.1 0.1
H 1.32676 0.58740 -0.62110 0.2 -0.1 0.0
H -0.17551 0.39007 -1.51416 -0.1 -0.2 0.0
H 0.55988 -2.11741 1.76311 -0.1 -0.1 0.0
H 0.23376 -0.39766 2.03193 -0.1 -0.1 -0.1
H 1.76835 -0.91855 1.37267 0.4 0.1 -0.2
H 0.34733 -3.02291 -0.49683 0.2 -0.3 0.1
H 0.27030 -1.91218 -1.85169 -0.3 0.0 -0.2
H 1.75546 -1.96359 -0.93819 -0.1 -0.3 0.2
O 0.99609 4.18820 -0.94344 0.3 0.1 0.0
H 0.61563 3.37235 -0.60801 0.0 -0.1 0.1
H 1.90374 4.21352 -0.60998 -0.3 -0.1 -0.1
O -2.71985 -0.78839 0.82415 0.1 -0.2 0.1
H -2.93181 -1.07794 1.71749 0.0 0.0 -0.1
H -1.87812 -1.22811 0.59308 -0.1 0.4 0.0

Across the entries above, E takes the values -400.97966, -763.66446, -4802.14782, -327.30807 Ha, respectively.
Across the entries above, relative energy (zero: lowest compared OMol25 entry of this formula, charge and spin) takes the values 123.7, 513.0, 108.3, 21.2 kcal/mol, respectively.